[1]
The following is a quantum chemistry calculation of an isolated molecule of C5H5NO3 at a distorted geometry, from the OMol25 dataset.

Positions of all 14 atoms, in Å:
C: -0.63873 -0.13626 0.89199
C: -0.61083 -1.37424 0.08569
C: 0.71801 0.35616 -0.99476
C: -1.28999 -0.06970 2.06001
C: 0.23720 0.97969 0.27939
N: 1.43845 0.92321 -1.88437
O: -1.18439 -2.41509 0.15809
O: 0.13020 -1.01732 -1.02061
O: 1.76853 0.37506 -3.08291
H: -1.17851 0.80813 2.76520
H: -1.56534 -1.04951 2.50427
H: -0.45807 1.96299 0.29585
H: 0.94115 1.22735 1.05971
H: 1.69233 -0.57048 -3.11754

Output
* energy relative to the best compared isomer or geometry (same formula, charge and spin): 57.4 kcal/mol
* SMILES string: C=C1C/C(=N/O)OC1=O

=====

[2]
The following is a quantum chemistry calculation of C22H60N5O9Zn2 as an isolated structure at a distorted geometry, from the OMol25 dataset.

Positions of all 98 atoms, in Å:
Zn: 2.69275 0.11850 -1.43333
Zn: -0.02647 -3.38658 0.88699
O: -0.23867 0.47732 1.31921
C: 0.07016 -0.35166 0.34320
O: -0.41230 -1.49093 0.35025
O: 0.85242 -0.17050 -0.61489
H: -0.87681 -0.05490 1.79996
C: 4.29250 2.13485 1.92771
C: 3.38307 1.80621 0.73130
C: 3.01472 2.77591 -0.44013
O: 2.21668 2.04496 -1.33478
C: 1.23392 2.84342 -1.96714
N: 3.93697 0.62348 0.05598
H: 5.32464 2.27736 1.60762
H: 4.38110 1.41432 2.74079
H: 3.94057 3.10377 2.28189
H: 2.44416 1.42236 1.13031
H: 3.93744 2.99665 -0.97674
H: 2.55810 3.70026 -0.08634
H: 0.42417 3.19126 -1.32572
H: 0.68590 2.31122 -2.74466
H: 1.71770 3.66240 -2.49942
H: 3.93584 -0.07013 0.79014
H: 4.93713 0.75453 0.00487
C: 1.17880 4.85368 3.41438
C: -0.22933 4.51020 2.86937
C: -0.50000 5.15155 1.47232
O: -1.54396 4.39205 0.89238
C: -2.04665 5.09360 -0.30396
N: -0.34670 3.09040 2.82933
H: 1.37422 4.22455 4.28278
H: 1.30950 5.91367 3.63217
H: 1.95541 4.59810 2.69350
H: -1.00272 4.82585 3.56961
H: 0.45685 5.16356 0.95041
H: -0.85383 6.15350 1.71522
H: -2.77140 4.41049 -0.74690
H: -1.30175 5.24193 -1.08577
H: -2.53616 6.03232 -0.04457
H: -1.21672 3.00251 2.32390
H: 0.29249 2.79769 2.10417
C: -2.89500 -4.35704 3.74556
C: -2.08032 -4.28243 2.45880
C: -2.95284 -3.84997 1.24530
O: -1.92790 -3.62951 0.21536
C: -2.54809 -3.42515 -1.05291
N: -1.03168 -3.25847 2.59618
H: -3.04135 -3.36328 4.16880
H: -2.37020 -4.93233 4.50828
H: -3.91333 -4.72029 3.60728
H: -1.56519 -5.20573 2.19373
H: -3.37118 -2.84655 1.32421
H: -3.70337 -4.52009 0.82608
H: -1.81344 -3.01034 -1.74307
H: -3.40688 -2.76249 -0.94586
H: -2.86790 -4.35854 -1.51618
H: -1.51979 -2.53188 3.10008
H: -0.43540 -3.71378 3.27237
C: -2.97729 1.03112 -1.05607
C: -2.92957 0.32636 -2.37704
C: -3.13103 1.25014 -3.59875
O: -4.36713 1.99176 -3.62897
C: -5.44929 1.23199 -4.00932
N: -1.64895 -0.41291 -2.43025
H: -3.15355 0.37270 -0.20546
H: -3.69481 1.85157 -1.04507
H: -2.00747 1.51739 -0.95067
H: -3.72628 -0.41109 -2.27946
H: -3.00004 0.69021 -4.52472
H: -2.49353 2.12794 -3.49314
H: -6.33098 1.87118 -4.05580
H: -5.71942 0.43515 -3.31637
H: -5.17498 0.81541 -4.97851
H: -1.66339 -1.00399 -1.61139
H: -0.76547 0.06993 -2.34999
C: 4.80203 -3.68175 -0.15473
C: 4.40295 -2.65592 -1.28333
C: 4.51534 -3.34563 -2.77081
O: 3.34036 -4.26642 -2.83604
C: 3.40548 -4.99085 -4.05774
N: 3.13643 -2.07687 -0.96704
H: 4.97990 -3.21153 0.81240
H: 5.73845 -4.19769 -0.36692
H: 4.01452 -4.42140 -0.01036
H: 5.23086 -1.96654 -1.11775
H: 5.42056 -3.86105 -3.09175
H: 4.42863 -2.55731 -3.51857
H: 2.35892 -5.18683 -4.29097
H: 4.03105 -5.88254 -4.01717
H: 3.86221 -4.46265 -4.89470
H: 2.90175 -2.30546 -0.01165
H: 2.54816 -2.76640 -1.41268
C: -2.90530 0.37489 2.95973
O: -1.89305 -0.61533 3.28472
H: -2.58722 1.27221 2.42893
H: -3.57354 -0.07403 2.22488
H: -3.59714 0.58333 3.77583
H: -1.52806 -0.28091 4.10726

Output
* 2S+1: 2
* total charge: +2

=====

Let's list electronic energy in order: -473.89721; -5383.17034 Ha.